# 1
C45H41BrEuF5N5O3 as an isolated structure at a distorted geometry. Source: OMol25; level of theory: wB97M-V/def2-TZVPD.

Atoms and positions in Å:
Eu 0.161 -0.777 -0.751
C -1.199 -2.513 -3.941
N -1.358 -3.103 -2.613
C -2.718 -3.442 -2.160
C -3.595 -2.236 -1.696
C -3.124 -1.498 -0.408
N -2.367 -0.257 -0.558
C -2.859 0.857 -0.978
C -2.214 2.111 -0.699
C -2.902 3.251 -1.165
C -2.467 4.536 -0.910
C -1.338 4.741 -0.120
C -0.628 3.676 0.366
C -0.955 2.356 -0.053
O -0.113 1.407 0.127
C -0.447 -4.182 -2.256
C 1.020 -3.812 -2.483
C 1.913 -3.947 -1.236
N 1.458 -3.137 -0.098
C 1.837 -3.581 1.045
C 1.093 -3.464 2.248
C 1.429 -4.307 3.297
C 0.749 -4.233 4.477
C -0.278 -3.292 4.672
C -0.698 -2.492 3.636
C 0.039 -2.409 2.401
O -0.226 -1.527 1.493
H -2.165 -2.479 -4.460
H -0.474 -3.116 -4.465
H -0.788 -1.480 -3.953
H -2.594 -4.164 -1.301
H -3.244 -3.970 -2.972
H -4.520 -2.755 -1.532
H -3.787 -1.543 -2.548
H -2.539 -2.109 0.255
H -4.035 -1.224 0.178
H -3.732 0.910 -1.622
H -3.809 3.148 -1.778
H -2.980 5.360 -1.312
H -1.051 5.779 0.065
H 0.222 3.822 1.039
H -0.786 -5.077 -2.826
H -0.671 -4.480 -1.204
H 1.144 -2.837 -2.994
H 1.471 -4.464 -3.258
H 2.896 -3.651 -1.606
H 1.987 -4.999 -0.894
H 2.795 -4.094 1.165
H 2.249 -5.004 3.138
H 0.934 -4.861 5.342
H -0.728 -3.179 5.660
H -1.585 -1.826 3.758
C 4.488 0.714 -4.281
C 4.369 0.355 -2.823
C 5.444 0.211 -1.952
C 5.240 -0.102 -0.641
C 3.892 -0.281 -0.191
Br 3.655 -0.899 1.584
N 2.887 -0.178 -1.000
C 3.090 0.123 -2.295
H 5.534 0.934 -4.597
H 3.837 1.501 -4.579
H 4.112 -0.126 -4.836
H 6.469 0.374 -2.290
H 6.053 -0.135 0.047
H 2.198 0.172 -2.934
C -4.215 1.581 4.489
C -3.286 2.300 5.211
C -1.980 2.396 4.825
C -1.515 1.670 3.694
C -2.466 0.798 2.991
C -3.781 0.781 3.418
N -0.248 1.596 3.234
C 0.920 2.046 3.751
C 1.196 2.132 5.189
C 2.433 2.587 5.656
C 3.460 2.811 4.716
C 3.245 2.586 3.342
C 1.971 2.278 2.847
H -5.254 1.685 4.745
H -3.568 2.899 6.049
H -1.286 2.943 5.468
H -2.094 0.222 2.148
H -4.597 0.282 2.807
H 0.390 1.923 5.893
H 2.570 2.778 6.720
H 4.380 3.141 5.177
H 4.127 2.723 2.675
H 1.768 2.130 1.804
F -1.558 4.853 -5.361
C -1.088 3.739 -4.816
C -1.809 2.561 -4.852
F -3.003 2.545 -5.484
C -1.450 1.496 -4.087
F -2.365 0.481 -4.003
C -0.182 1.298 -3.460
O 0.206 0.145 -3.002
C 0.575 2.510 -3.487
F 1.799 2.503 -2.926
C 0.092 3.696 -4.087
F 0.924 4.786 -4.005

Multiplicity = 8
Net charge = -2
Expectation value of S² = 15.759
Largest force on an atom = 2.683 eV/Å
Calculated total energy = -6022.56340 a.u.

# 2
C45H41ClGeN4O3ReS as an isolated structure at a distorted geometry. Source: OMol25; level of theory: wB97M-V/def2-TZVPD.

Atoms and positions in Å:
Re -0.555 0.294 0.486
O -1.553 1.987 3.477
C -2.017 2.075 2.337
O -1.354 2.336 1.271
C -3.500 1.897 2.130
C -4.371 2.678 2.882
C -5.740 2.602 2.701
C -6.250 1.713 1.763
C -5.395 0.912 1.029
C -4.010 0.990 1.196
S -3.040 -0.159 0.255
H -3.947 3.352 3.617
H -6.404 3.222 3.288
H -7.319 1.638 1.606
H -5.792 0.206 0.310
C 3.474 -2.087 -2.326
C 2.309 -1.199 -2.660
O 2.180 -0.078 -2.209
N 1.412 -1.749 -3.522
C 0.138 -1.126 -3.801
C -1.007 -1.803 -3.073
C -2.074 -2.298 -3.811
C -3.067 -3.025 -3.172
C -2.944 -3.258 -1.815
C -1.860 -2.711 -1.151
N -0.919 -1.976 -1.740
H 4.340 -1.465 -2.139
H 3.692 -2.804 -3.117
H 3.253 -2.631 -1.407
H 1.567 -2.688 -3.846
H -0.063 -1.170 -4.876
H 0.240 -0.083 -3.516
H -2.115 -2.123 -4.878
H -3.911 -3.408 -3.728
H -3.678 -3.832 -1.269
H -1.763 -2.848 -0.080
Cl -3.156 2.313 -4.171
C -1.849 2.522 -3.058
C -1.055 3.653 -3.093
C -0.015 3.735 -2.183
C 0.181 2.708 -1.280
N -0.602 1.624 -1.244
C -1.608 1.537 -2.120
H -1.252 4.441 -3.806
H 0.643 4.591 -2.163
H 0.988 2.740 -0.568
H -2.249 0.669 -2.056
C -0.809 -4.960 4.161
C -0.702 -3.698 3.361
C 0.287 -3.522 2.399
C 0.331 -2.351 1.672
N -0.547 -1.355 1.857
C -1.492 -1.503 2.796
C -1.596 -2.651 3.550
H 0.085 -5.572 4.061
H -1.665 -5.547 3.822
H -0.962 -4.735 5.215
H 1.033 -4.285 2.218
H 1.094 -2.175 0.923
H -2.153 -0.663 2.961
H -2.368 -2.709 4.305
C 1.130 0.834 1.281
Ge 2.522 0.208 2.521
C 1.922 -0.644 4.183
C 2.669 -1.619 4.845
C 2.301 -2.069 6.106
C 1.193 -1.527 6.740
C 0.463 -0.531 6.109
C 0.821 -0.097 4.840
C 3.384 1.857 3.143
C 4.760 2.058 3.189
C 5.289 3.259 3.643
C 4.444 4.275 4.060
C 3.069 4.087 4.025
C 2.544 2.889 3.566
C 3.867 -0.847 1.560
C 4.709 -0.167 0.678
C 5.769 -0.811 0.058
C 5.994 -2.161 0.289
C 5.142 -2.863 1.128
C 4.092 -2.207 1.760
H 1.352 1.901 1.169
H 3.567 -2.022 4.392
H 2.896 -2.826 6.602
H 0.912 -1.866 7.729
H -0.392 -0.084 6.602
H 0.239 0.689 4.374
H 5.435 1.269 2.875
H 6.362 3.400 3.670
H 4.856 5.214 4.410
H 2.403 4.874 4.353
H 1.465 2.766 3.533
H 4.545 0.887 0.482
H 6.421 -0.259 -0.609
H 6.826 -2.664 -0.186
H 5.305 -3.918 1.307
H 3.438 -2.775 2.412

Multiplicity = 4
Net charge = 0
Expectation value of S² = 4.001
Largest force on an atom = 1.022 eV/Å
Calculated total energy = -5197.70427 a.u.
Relative energy (zero: lowest compared OMol25 entry of this formula, charge and spin) = 131.0 kJ/mol

# 3
C45H42AsN2O5PReSSi as an isolated structure. Source: OMol25; level of theory: wB97M-V/def2-TZVPD.

Atoms and positions in Å:
Re -1.200 -0.303 -0.315
S -2.579 -1.944 -1.389
C -2.150 -3.508 -0.686
C -3.098 -4.532 -0.689
C -2.751 -5.811 -0.289
C -1.450 -6.100 0.108
C -0.503 -5.090 0.124
C -0.860 -3.799 -0.246
As 0.394 -2.341 -0.310
C 1.478 -2.868 -1.824
C 2.794 -3.306 -1.728
C 3.462 -3.734 -2.869
C 2.813 -3.743 -4.095
C 1.493 -3.321 -4.186
C 0.828 -2.877 -3.055
C 1.503 -2.580 1.257
C 1.010 -3.296 2.344
C 1.766 -3.412 3.501
C 3.007 -2.799 3.589
C 3.486 -2.053 2.522
C 2.736 -1.941 1.360
H -4.107 -4.315 -1.016
H -3.500 -6.592 -0.294
H -1.177 -7.105 0.403
H 0.514 -5.307 0.427
H 3.300 -3.331 -0.772
H 4.487 -4.073 -2.794
H 3.335 -4.084 -4.980
H 0.983 -3.330 -5.141
H -0.202 -2.538 -3.126
H 0.025 -3.742 2.304
H 1.372 -3.969 4.341
H 3.592 -2.884 4.496
H 4.441 -1.549 2.593
H 3.120 -1.342 0.543
O -1.864 -1.486 3.628
C -1.198 -0.964 2.762
O -1.426 -1.194 1.492
C 0.025 -0.151 3.197
C 0.466 -0.462 4.483
C 1.573 0.148 5.045
C 2.280 1.096 4.324
C 1.856 1.426 3.050
C 0.733 0.824 2.478
P 0.234 1.385 0.828
C -0.496 3.040 1.007
C -0.524 3.731 2.213
C -1.099 4.992 2.271
C -1.651 5.562 1.131
C -1.626 4.871 -0.073
C -1.047 3.612 -0.136
C 1.794 1.780 -0.031
C 2.382 3.042 0.059
C 3.590 3.300 -0.572
C 4.224 2.304 -1.302
C 3.636 1.052 -1.415
C 2.425 0.800 -0.790
H -0.096 -1.201 5.035
H 1.886 -0.124 6.046
H 3.153 1.577 4.747
H 2.407 2.167 2.485
H -0.126 3.275 3.110
H -1.124 5.527 3.211
H -2.102 6.545 1.181
H -2.059 5.308 -0.964
H -1.035 3.063 -1.069
H 1.893 3.831 0.616
H 4.033 4.284 -0.496
H 5.164 2.508 -1.797
H 4.104 0.279 -2.011
H 1.945 -0.161 -0.925
C -4.429 2.893 2.767
N -4.198 2.306 1.454
C -5.046 2.605 0.423
C -4.860 2.123 -0.808
C -3.731 1.243 -1.071
O -3.536 0.739 -2.164
N -2.870 0.989 0.002
C -3.084 1.505 1.256
O -2.299 1.329 2.180
H -4.322 3.978 2.720
H -3.693 2.489 3.453
H -5.430 2.640 3.117
H -5.874 3.252 0.682
H -5.532 2.343 -1.622
C -1.565 0.571 -4.724
Si -0.273 1.067 -3.474
C 1.391 0.371 -4.024
C -0.113 2.934 -3.426
O -0.723 0.528 -1.996
H -1.275 0.875 -5.733
H -2.531 1.013 -4.478
H -1.699 -0.514 -4.719
H 2.092 1.183 -4.231
H 1.278 -0.215 -4.939
H 1.849 -0.280 -3.282
H 0.239 3.298 -4.395
H 0.609 3.254 -2.669
H -1.070 3.419 -3.221

Multiplicity = 4
Net charge = 0
Expectation value of S² = 3.771
Largest force on an atom = 0.448 eV/Å
Calculated total energy = -5569.01611 a.u.
Relative energy (zero: lowest compared OMol25 entry of this formula, charge and spin) = 29.3 kJ/mol

Repeat the second record exactly.
C45H41ClGeN4O3ReS as an isolated structure at a distorted geometry. Source: OMol25; level of theory: wB97M-V/def2-TZVPD.

Atoms and positions in Å:
Re -0.555 0.294 0.486
O -1.553 1.987 3.477
C -2.017 2.075 2.337
O -1.354 2.336 1.271
C -3.500 1.897 2.130
C -4.371 2.678 2.882
C -5.740 2.602 2.701
C -6.250 1.713 1.763
C -5.395 0.912 1.029
C -4.010 0.990 1.196
S -3.040 -0.159 0.255
H -3.947 3.352 3.617
H -6.404 3.222 3.288
H -7.319 1.638 1.606
H -5.792 0.206 0.310
C 3.474 -2.087 -2.326
C 2.309 -1.199 -2.660
O 2.180 -0.078 -2.209
N 1.412 -1.749 -3.522
C 0.138 -1.126 -3.801
C -1.007 -1.803 -3.073
C -2.074 -2.298 -3.811
C -3.067 -3.025 -3.172
C -2.944 -3.258 -1.815
C -1.860 -2.711 -1.151
N -0.919 -1.976 -1.740
H 4.340 -1.465 -2.139
H 3.692 -2.804 -3.117
H 3.253 -2.631 -1.407
H 1.567 -2.688 -3.846
H -0.063 -1.170 -4.876
H 0.240 -0.083 -3.516
H -2.115 -2.123 -4.878
H -3.911 -3.408 -3.728
H -3.678 -3.832 -1.269
H -1.763 -2.848 -0.080
Cl -3.156 2.313 -4.171
C -1.849 2.522 -3.058
C -1.055 3.653 -3.093
C -0.015 3.735 -2.183
C 0.181 2.708 -1.280
N -0.602 1.624 -1.244
C -1.608 1.537 -2.120
H -1.252 4.441 -3.806
H 0.643 4.591 -2.163
H 0.988 2.740 -0.568
H -2.249 0.669 -2.056
C -0.809 -4.960 4.161
C -0.702 -3.698 3.361
C 0.287 -3.522 2.399
C 0.331 -2.351 1.672
N -0.547 -1.355 1.857
C -1.492 -1.503 2.796
C -1.596 -2.651 3.550
H 0.085 -5.572 4.061
H -1.665 -5.547 3.822
H -0.962 -4.735 5.215
H 1.033 -4.285 2.218
H 1.094 -2.175 0.923
H -2.153 -0.663 2.961
H -2.368 -2.709 4.305
C 1.130 0.834 1.281
Ge 2.522 0.208 2.521
C 1.922 -0.644 4.183
C 2.669 -1.619 4.845
C 2.301 -2.069 6.106
C 1.193 -1.527 6.740
C 0.463 -0.531 6.109
C 0.821 -0.097 4.840
C 3.384 1.857 3.143
C 4.760 2.058 3.189
C 5.289 3.259 3.643
C 4.444 4.275 4.060
C 3.069 4.087 4.025
C 2.544 2.889 3.566
C 3.867 -0.847 1.560
C 4.709 -0.167 0.678
C 5.769 -0.811 0.058
C 5.994 -2.161 0.289
C 5.142 -2.863 1.128
C 4.092 -2.207 1.760
H 1.352 1.901 1.169
H 3.567 -2.022 4.392
H 2.896 -2.826 6.602
H 0.912 -1.866 7.729
H -0.392 -0.084 6.602
H 0.239 0.689 4.374
H 5.435 1.269 2.875
H 6.362 3.400 3.670
H 4.856 5.214 4.410
H 2.403 4.874 4.353
H 1.465 2.766 3.533
H 4.545 0.887 0.482
H 6.421 -0.259 -0.609
H 6.826 -2.664 -0.186
H 5.305 -3.918 1.307
H 3.438 -2.775 2.412

Multiplicity = 4
Net charge = 0
Expectation value of S² = 4.001
Largest force on an atom = 1.022 eV/Å
Calculated total energy = -5197.70427 a.u.
Relative energy (zero: lowest compared OMol25 entry of this formula, charge and spin) = 131.0 kJ/mol